{"formula": "C30H22BrIrN3S2", "method": "ωB97M-V with the def2-TZVPD basis set", "elements": ["Ir", "N", "C", "C", "C", "C", "C", "C", "C", "C", "C", "C", "C", "C", "N", "C", "C", "C", "C", "N", "H", "H", "H", "H", "H", "H", "H", "H", "H", "H", "C", "C", "S", "C", "C", "S", "H", "H", "H", "H", "H", "H", "Br", "C", "C", "C", "C", "C", "C", "C", "C", "C", "C", "H", "H", "H", "H", "H", "H"], "xyz": [[-0.234827, -0.061793, 0.120115], [-5.242298, 9.018016, 0.248303], [-4.664391, 8.024965, 0.239310], [-3.937413, 6.778683, 0.222406], [-4.576627, 5.607741, -0.175634], [-3.869335, 4.418340, -0.215992], [-2.531724, 4.382332, 0.163597], [-1.902993, 5.552383, 0.575285], [-2.595067, 6.751325, 0.589527], [-1.788317, 3.089155, 0.165102], [-1.510327, 2.531702, 1.394928], [-1.939592, 3.046673, 2.652820], [-1.469772, 2.187004, 3.605377], [-0.769190, 1.168855, 2.911857], [-0.781045, 1.360337, 1.606114], [-1.443170, 2.554871, -1.075660], [-1.645897, 3.199549, -2.311346], [-1.155298, 2.357383, -3.290875], [-0.665993, 1.228574, -2.631324], [-0.819542, 1.325654, -1.304220], [-5.624986, 5.632830, -0.440547], [-4.355517, 3.503866, -0.530657], [-0.859571, 5.521573, 0.861411], [-2.102189, 7.668161, 0.883477], [-2.525507, 3.939083, 2.801930], [-1.607490, 2.249424, 4.673078], [-0.257213, 0.330461, 3.348852], [-2.086507, 4.175371, -2.437623], [-1.137854, 2.525089, -4.355667], [-0.222140, 0.364261, -3.089885], [2.464543, -1.223657, 3.891478], [1.439695, -1.230312, 2.786172], [1.755209, -0.249236, 1.453004], [0.291973, -1.974555, 2.821351], [-0.120878, -2.848072, 3.975260], [-0.747684, -1.913856, 1.505540], [3.273706, -0.535615, 3.652088], [2.889970, -2.218371, 4.034632], [2.013016, -0.900346, 4.831448], [0.645945, -2.898747, 4.745751], [-0.342124, -3.859035, 3.629069], [-1.038308, -2.460014, 4.421465], [2.261079, -0.302734, -1.659813], [1.307239, -1.489379, -2.797291], [1.929482, -1.810028, -3.967741], [1.297883, -2.672494, -4.885358], [0.076814, -3.190262, -4.585914], [-0.597976, -2.840290, -3.389086], [-1.904402, -3.333354, -3.157482], [-2.604841, -2.930172, -2.065937], [-2.029541, -2.017316, -1.156355], [-0.752949, -1.516654, -1.299713], [-0.000177, -1.946288, -2.450095], [2.899680, -1.388225, -4.189982], [1.790610, -2.907349, -5.819739], [-0.423068, -3.858187, -5.278083], [-2.336920, -4.011905, -3.883677], [-3.610982, -3.292782, -1.893129], [-2.632333, -1.708937, -0.310219]], "forces_ev_per_a": [[0.241, -1.505, 2.194], [0.009, -0.019, 0.006], [0.064, -0.110, 0.012], [-0.045, 0.084, -0.041], [-0.054, -0.042, 0.014], [-0.019, -0.005, 0.006], [-0.023, -0.028, 0.075], [0.044, 0.038, -0.098], [0.040, 0.037, 0.024], [0.061, -0.087, 0.036], [-0.009, 0.106, 0.037], [0.084, -0.070, 0.040], [-0.042, -0.052, 0.108], [0.019, 0.144, 0.155], [0.043, 0.335, -0.119], [0.044, 0.083, -0.233], [0.014, -0.077, 0.055], [0.086, 0.003, -0.104], [-0.089, 0.088, -0.234], [-0.163, 0.148, 0.322], [0.020, 0.006, -0.044], [-0.014, 0.012, 0.002], [-0.013, 0.005, 0.031], [0.000, -0.016, 0.019], [-0.005, -0.029, -0.026], [0.039, -0.023, -0.017], [-0.036, -0.010, 0.026], [-0.017, -0.030, -0.025], [0.008, -0.022, 0.024], [-0.023, -0.019, 0.033], [-0.002, 0.000, -0.177], [0.234, 0.012, 0.398], [-1.099, 0.471, -1.111], [0.007, -0.165, 0.309], [0.029, -0.033, -0.117], [-0.413, 0.790, -0.780], [0.019, -0.019, 0.025], [-0.015, 0.011, 0.038], [0.015, -0.016, 0.003], [0.013, -0.026, -0.030], [0.039, -0.008, 0.020], [0.029, 0.017, 0.038], [0.388, 0.012, -0.487], [-0.116, 0.047, 0.117], [-0.027, -0.049, -0.026], [0.107, 0.027, 0.021], [-0.108, -0.047, 0.000], [0.072, 0.108, 0.005], [0.020, -0.033, -0.094], [-0.036, 0.079, 0.044], [0.100, 0.018, -0.109], [0.619, -0.001, -0.424], [-0.144, -0.068, 0.007], [0.011, -0.043, 0.007], [0.001, -0.036, 0.021], [0.009, 0.006, 0.017], [0.013, -0.010, 0.033], [0.016, 0.012, 0.002], [-0.045, -0.002, -0.032]], "nbo_charge": [0.6952, -0.2996, 0.2762, -0.1774, -0.1756, -0.1430, -0.0562, -0.2054, -0.1476, 0.2027, -0.0119, -0.1964, -0.3171, 0.0400, -0.4788, -0.0110, -0.1845, -0.3212, 0.0532, -0.5532, 0.2316, 0.2238, 0.2327, 0.2308, 0.2278, 0.2243, 0.2076, 0.2267, 0.2277, 0.2214, -0.6517, -0.2137, 0.2654, -0.2167, -0.6531, 0.2235, 0.2353, 0.2299, 0.2279, 0.2221, 0.2378, 0.2333, 0.0865, -0.0501, -0.2510, -0.2123, -0.1953, 0.0340, -0.2281, -0.1976, -0.2778, -0.2166, -0.1676, 0.2286, 0.2182, 0.2098, 0.2095, 0.2135, 0.2136], "gap_ev": [6.310, 6.035], "e_tot_ev": -130488.470, "lumo_energy_ev": [-1.19, -1.72], "total_charge": 0, "s2": 0.76, "spin_multiplicity": 2}


{"formula": "C30H22F2N2NiPS", "method": "ωB97M-V with the def2-TZVPD basis set", "elements": ["Ni", "N", "C", "C", "C", "C", "C", "C", "P", "C", "C", "C", "C", "C", "C", "C", "C", "C", "C", "C", "C", "H", "H", "H", "H", "H", "H", "H", "H", "H", "H", "H", "H", "H", "H", "H", "H", "F", "C", "C", "C", "C", "C", "F", "C", "C", "C", "C", "C", "C", "N", "H", "H", "H", "H", "H", "H", "S", "C"], "xyz": [[0.673431, 0.631277, -0.579851], [1.906621, 0.016716, 0.984085], [1.383015, -1.025514, 1.844821], [2.163349, -1.564577, 2.861255], [1.640696, -2.534342, 3.699925], [0.328859, -2.957299, 3.539189], [-0.446646, -2.421962, 2.525250], [0.076039, -1.469389, 1.653113], [-0.864588, -0.748180, 0.242237], [-1.098011, -2.171876, -0.880455], [-0.576044, -2.038174, -2.165490], [-0.680893, -3.076086, -3.080144], [-1.314268, -4.254423, -2.716562], [-1.854986, -4.387531, -1.444449], [-1.754903, -3.349952, -0.531719], [-2.497216, -0.478378, 0.983423], [-2.559381, 0.202269, 2.199567], [-3.783426, 0.518974, 2.762996], [-4.957747, 0.167782, 2.111313], [-4.901129, -0.488138, 0.890928], [-3.676960, -0.804084, 0.321402], [1.934225, 0.898520, 1.491523], [2.864725, -0.191651, 0.726003], [3.180511, -1.218359, 3.006093], [2.252008, -2.948154, 4.491299], [-0.090344, -3.701243, 4.204193], [-1.474725, -2.739206, 2.410407], [-0.107385, -1.098505, -2.438924], [-0.281509, -2.962035, -4.079920], [-1.399761, -5.068436, -3.425145], [-2.364491, -5.301277, -1.165493], [-2.199687, -3.461964, 0.448352], [-1.642933, 0.489037, 2.703544], [-3.821903, 1.048540, 3.706368], [-5.916124, 0.414889, 2.549545], [-5.814573, -0.746178, 0.370436], [-3.638935, -1.289550, -0.644829], [-0.511675, 5.287982, 1.850514], [0.170072, 4.602592, 0.915993], [-0.426508, 3.559483, 0.276962], [0.284675, 2.806583, -0.705585], [1.673803, 3.163510, -0.957509], [2.180919, 4.266510, -0.272631], [3.465495, 4.640062, -0.476810], [1.481947, 4.998721, 0.655397], [2.489633, 2.341656, -1.838121], [3.563021, 2.806640, -2.609697], [4.259377, 1.927700, -3.411173], [3.890542, 0.586449, -3.449567], [2.825669, 0.194790, -2.666136], [2.146559, 1.035619, -1.889842], [-1.455015, 3.292782, 0.482295], [1.934394, 5.830822, 1.174151], [3.841360, 3.847357, -2.590059], [5.084427, 2.281508, -4.015887], [4.412368, -0.126585, -4.070763], [2.501112, -0.839682, -2.649015], [-2.058925, 1.712619, -1.786508], [-0.438163, 1.891342, -1.540298]], "forces_ev_per_a": [[-0.288, -0.025, -0.739], [-0.085, 0.038, -0.038], [-0.117, -0.156, 0.108], [0.050, 0.004, 0.015], [0.028, 0.008, 0.016], [-0.088, -0.025, -0.011], [0.084, -0.019, 0.031], [-0.083, 0.088, -0.104], [0.513, -0.080, -0.139], [-0.029, 0.166, -0.094], [-0.025, 0.015, 0.049], [-0.013, -0.060, -0.034], [0.007, 0.004, -0.014], [-0.041, -0.038, 0.045], [0.037, -0.013, -0.016], [0.011, 0.267, 0.007], [0.004, -0.057, -0.033], [-0.009, 0.034, 0.043], [-0.014, -0.006, -0.020], [-0.058, -0.006, -0.007], [0.082, -0.022, 0.008], [0.033, 0.017, 0.063], [0.026, -0.010, -0.091], [-0.011, 0.029, -0.034], [0.007, 0.004, -0.013], [0.015, 0.006, 0.001], [-0.013, 0.002, 0.023], [-0.017, 0.004, -0.027], [0.008, 0.020, 0.013], [0.003, 0.012, -0.008], [0.010, 0.003, 0.001], [-0.005, 0.010, 0.011], [-0.017, -0.001, 0.021], [0.002, -0.009, -0.003], [0.006, 0.004, -0.001], [0.005, 0.005, 0.006], [-0.002, -0.002, 0.002], [-0.056, 0.065, 0.094], [0.146, -0.175, -0.180], [-0.098, -0.037, -0.110], [0.126, 0.993, -0.665], [-0.225, -0.027, 0.435], [-0.047, -0.129, 0.041], [0.075, -0.067, -0.054], [-0.035, 0.184, 0.140], [0.276, -0.082, -0.280], [-0.035, 0.019, -0.045], [-0.014, -0.104, -0.042], [-0.010, 0.152, 0.053], [-0.017, -0.277, -0.179], [-0.223, 0.416, 0.500], [-0.021, 0.054, -0.034], [0.026, -0.022, -0.028], [-0.077, 0.044, 0.043], [-0.005, 0.028, 0.017], [-0.014, -0.040, 0.034], [-0.057, 0.033, 0.010], [0.258, 0.160, -0.426], [0.012, -1.397, 1.639]], "nbo_charge": [0.6117, -0.8627, 0.1406, -0.2260, -0.1882, -0.2104, -0.1706, -0.3467, 0.9503, -0.3770, -0.1876, -0.2032, -0.1959, -0.2350, -0.1297, -0.3811, -0.1354, -0.2291, -0.1972, -0.2078, -0.1807, 0.4027, 0.3946, 0.2145, 0.2197, 0.2201, 0.2203, 0.2351, 0.2156, 0.2150, 0.2147, 0.2030, 0.2064, 0.2159, 0.2153, 0.2168, 0.2299, -0.3242, 0.4223, -0.2996, -0.2190, -0.1628, 0.4373, -0.3347, -0.4110, 0.2094, -0.2246, -0.1560, -0.2727, 0.0492, -0.5030, 0.2448, 0.2411, 0.2373, 0.2205, 0.2255, 0.2052, -0.1497, -0.3132], "gap_ev": [5.445, 6.377], "e_tot_ev": -101048.211, "lumo_energy_ev": [0.21, -0.05], "total_charge": 0, "s2": 0.79, "spin_multiplicity": 2}